ORCA calculation (ωB97M-V with the def2-TZVPD basis set) on a molecular structure, C23H43InN2O2P3.

CARTESIAN COORDINATES (ANGSTROEM)
In  0.145  -0.137  0.571
P  0.478  -2.269  -0.816
P  2.656  0.182  1.592
P  -2.251  0.663  -0.306
H  1.801  2.947  0.105
C  0.733  3.054  0.342
C  0.276  3.298  1.583
H  0.925  3.370  2.467
C  1.130  -1.967  -2.485
C  1.654  -3.423  -0.048
C  -1.042  -3.223  -1.105
C  3.153  1.660  2.541
C  2.999  -1.197  2.750
C  4.025  0.003  0.384
C  -2.859  2.331  0.073
C  -3.574  -0.507  0.154
C  -2.403  0.666  -2.118
H  0.075  3.049  -0.539
H  -0.790  3.450  1.802
H  1.344  -2.925  -2.981
H  2.055  -1.380  -2.417
H  0.410  -1.401  -3.094
H  1.671  -4.372  -0.604
H  1.358  -3.618  0.992
H  2.662  -2.982  -0.041
H  -0.800  -4.170  -1.613
H  -1.738  -2.641  -1.726
H  -1.531  -3.446  -0.147
H  4.249  1.763  2.530
H  2.795  1.541  3.575
H  2.699  2.556  2.103
H  4.079  -1.265  2.953
H  2.668  -2.142  2.300
H  2.439  -1.046  3.681
H  4.990  0.144  0.900
H  3.915  0.765  -0.402
H  3.979  -0.995  -0.078
H  -3.711  2.573  -0.576
H  -2.058  3.061  -0.082
H  -3.167  2.364  1.124
H  -4.521  -0.211  -0.326
H  -3.686  -0.534  1.246
H  -3.306  -1.518  -0.186
H  -3.406  1.024  -2.394
H  -2.238  -0.330  -2.541
H  -1.648  1.351  -2.513
C  -0.729  0.396  -5.778
C  -0.099  0.452  -7.039
C  -0.036  1.688  -7.691
C  -0.570  2.840  -7.095
C  -1.297  2.737  -5.905
C  -1.454  1.489  -5.298
O  -0.597  -0.683  -4.934
H  0.000  -1.342  -5.334
H  0.334  -0.451  -7.471
H  0.444  1.764  -8.669
H  -0.433  3.816  -7.560
H  -1.750  3.617  -5.443
H  -2.096  1.354  -4.430
N  0.251  -0.047  7.495
C  0.547  0.156  6.165
O  1.564  0.770  5.822
C  -0.340  -0.487  5.142
C  -1.201  -1.584  5.343
C  -1.766  -2.197  4.226
C  -1.459  -1.717  2.949
N  -0.658  -0.651  2.762
C  -0.145  -0.019  3.839
H  0.805  0.508  8.136
H  -0.707  -0.188  7.774
H  -1.401  -1.945  6.351
H  -2.436  -3.051  4.308
H  -1.876  -2.209  2.064
H  0.473  0.864  3.643

Forces on atoms 1 to 3 (eV/Å):
In -0.2 0.4 1.3
P 0.2 -1.0 -0.9
P 1.1 -0.2 0.4

lowest unoccupied orbital energy = -9.90 eV
spin multiplicity = 1
HOMO energy = -14.415 eV
Kohn-Sham gap = 4.513 eV
charge = +3

ORCA calculation (ωB97M-V with the def2-TZVPD basis set) on a molecular structure, C23H43InN2OP3S.

CARTESIAN COORDINATES (ANGSTROEM)
In  -0.393  0.251  -0.691
P  -2.087  2.222  0.050
P  -1.833  -1.474  1.004
P  1.773  1.714  -0.824
H  -1.012  -4.807  -1.664
C  -0.050  -4.531  -2.112
C  1.075  -4.477  -1.398
H  1.089  -4.679  -0.315
C  -3.434  2.417  -1.177
C  -2.979  2.173  1.643
C  -1.296  3.871  0.071
C  -1.194  -3.189  0.987
C  -2.107  -1.187  2.795
C  -3.553  -1.672  0.399
C  3.160  0.612  -1.257
C  2.441  2.800  0.478
C  1.614  2.798  -2.286
H  -0.056  -4.317  -3.188
H  2.044  -4.245  -1.863
H  -3.999  3.331  -0.952
H  -4.111  1.554  -1.130
H  -3.015  2.489  -2.188
H  -3.602  3.075  1.734
H  -2.271  2.145  2.481
H  -3.630  1.291  1.697
H  -2.084  4.638  0.086
H  -0.668  4.016  -0.818
H  -0.671  3.985  0.968
H  -2.015  -3.882  1.219
H  -0.432  -3.285  1.772
H  -0.749  -3.469  0.024
H  -2.958  -1.789  3.144
H  -2.317  -0.128  2.990
H  -1.221  -1.483  3.369
H  -4.095  -2.358  1.066
H  -3.541  -2.089  -0.618
H  -4.067  -0.699  0.383
H  3.760  1.089  -2.043
H  2.775  -0.350  -1.617
H  3.775  0.443  -0.365
H  3.222  3.447  0.050
H  2.869  2.188  1.281
H  1.648  3.426  0.909
H  2.614  2.909  -2.728
H  1.228  3.781  -1.994
H  0.913  2.359  -3.008
C  0.184  -0.782  -4.325
C  -0.037  -0.364  -5.669
C  0.564  -1.009  -6.748
C  1.425  -2.093  -6.524
C  1.673  -2.512  -5.206
C  1.076  -1.858  -4.125
S  -0.747  0.025  -3.087
H  -0.236  -1.157  -1.527
H  -0.721  0.469  -5.844
H  0.371  -0.675  -7.778
H  1.901  -2.612  -7.360
H  2.345  -3.362  -5.035
H  1.272  -2.224  -3.115
N  1.653  1.136  7.148
C  1.988  0.139  6.283
O  2.655  -0.831  6.635
C  1.532  0.303  4.863
C  0.866  1.436  4.375
C  0.465  1.472  3.037
N  0.714  0.476  2.170
C  1.369  -0.606  2.628
C  1.797  -0.730  3.952
H  1.899  0.991  8.122
H  0.952  1.835  6.948
H  0.644  2.307  4.989
H  -0.062  2.358  2.660
H  1.573  -1.417  1.921
H  2.327  -1.629  4.250

Forces on atoms 1 to 3 (eV/Å):
In 0.1 2.4 4.6
P -0.6 0.6 -0.5
P -0.5 -1.0 0.4

lowest unoccupied orbital energy (alpha / beta) = -12.08 / -11.20 eV
spin multiplicity = 1
HOMO energy (alpha / beta) = -16.302 / -16.302 eV
Kohn-Sham gap (alpha / beta) = 4.226 / 5.099 eV
charge = +3

ORCA calculation (ωB97M-V with the def2-TZVPD basis set) on a molecular structure, C23H43N2O2P3Ru.

CARTESIAN COORDINATES (ANGSTROEM)
Ru  0.034  -0.096  -0.108
P  2.018  -0.472  -1.158
P  -0.625  1.353  -1.781
P  0.523  -1.852  1.369
H  -2.040  -1.120  -1.647
C  -1.653  -1.282  -0.635
C  -2.020  -0.330  0.406
H  -2.692  0.491  0.135
C  1.797  -1.758  -2.446
C  2.772  0.964  -2.023
C  3.495  -0.973  -0.177
C  -2.374  1.927  -1.799
C  0.184  3.002  -1.800
C  -0.571  0.642  -3.483
C  -0.818  -2.458  2.476
C  1.783  -1.545  2.669
C  0.903  -3.454  0.517
H  -1.586  -2.338  -0.355
H  -2.146  -0.707  1.425
H  2.739  -1.896  -2.992
H  1.022  -1.447  -3.159
H  1.514  -2.717  -1.996
H  3.761  0.685  -2.414
H  2.919  1.769  -1.289
H  2.149  1.322  -2.853
H  4.380  -0.966  -0.831
H  3.392  -1.976  0.257
H  3.676  -0.239  0.621
H  -2.523  2.534  -2.704
H  -2.576  2.545  -0.916
H  -3.062  1.077  -1.825
H  -0.001  3.482  -2.770
H  1.261  2.937  -1.633
H  -0.257  3.620  -1.004
H  -1.184  1.280  -4.136
H  -1.021  -0.361  -3.468
H  0.447  0.586  -3.887
H  -0.443  -3.327  3.036
H  -1.705  -2.752  1.908
H  -1.077  -1.665  3.186
H  1.899  -2.446  3.287
H  1.428  -0.721  3.306
H  2.754  -1.260  2.258
H  0.820  -4.280  1.239
H  1.906  -3.480  0.075
H  0.161  -3.637  -0.274
C  1.706  -6.632  -2.513
C  1.557  -7.537  -3.592
C  0.347  -8.225  -3.709
C  -0.662  -8.050  -2.751
C  -0.448  -7.238  -1.628
C  0.766  -6.567  -1.481
O  2.707  -5.688  -2.490
H  3.266  -5.798  -3.283
H  2.368  -7.648  -4.311
H  0.187  -8.899  -4.553
H  -1.619  -8.561  -2.880
H  -1.215  -7.117  -0.863
H  0.999  -5.940  -0.618
N  3.446  3.688  4.283
C  3.114  2.699  3.396
O  3.892  1.782  3.125
C  1.761  2.772  2.763
C  0.769  3.716  3.051
C  -0.478  3.584  2.435
C  -0.702  2.483  1.590
N  0.265  1.602  1.271
C  1.488  1.756  1.823
H  4.362  3.633  4.717
H  2.834  4.432  4.598
H  0.990  4.527  3.742
H  -1.301  4.285  2.581
H  -1.690  2.306  1.148
H  2.239  1.019  1.517

Forces on atoms 1 to 3 (eV/Å):
Ru 1.5 2.5 2.2
P 2.9 -0.4 -1.6
P -1.4 1.7 -2.6

lowest unoccupied orbital energy (alpha / beta) = -11.05 / -14.97 eV
spin multiplicity = 5
HOMO energy (alpha / beta) = -19.290 / -19.291 eV
Kohn-Sham gap (alpha / beta) = 8.237 / 4.320 eV
charge = +4

Relative energy (zero: lowest compared OMol25 entry of this formula, charge and spin) across the listed records, respectively: 0.0 0.0 0.0 kcal/mol.
Electronic energy across the listed records, respectively: -2375.47099 -2698.27211 -2279.62303 hartree.